Entry from the Open Molecules 2025 dataset: one molecule with the formula C25H35N5O3 (ωB97M-V/def2-TZVPD).

2S+1   1
Energy above the lowest of the compared OMol25 structures with the same formula, charge and spin   299.18 kJ/mol
Charge   0
Frontier orbital gap   8.691 eV
Largest force on an atom   0.025 Eh/bohr
Energy   -40086.95450 eV

Last column: Mulliken charge in e.
Atoms and positions in Å:
1 O 3.10 2.41 0.60  -0.74
2 O 4.05 -0.97 -0.12  -0.56
3 O -4.07 -4.09 0.83  -0.68
4 N -2.73 -2.25 0.78  0.14
5 N -0.38 -2.55 -0.52  -0.84
6 N -0.84 -3.81 -0.57  0.40
7 N -3.88 1.89 -0.06  0.24
8 N 5.15 1.65 0.16  0.13
9 C 5.71 2.96 0.44  -0.62
10 C 7.42 1.56 -0.44  -0.66
11 C -4.20 -0.31 1.16  -0.17
12 C -3.43 -1.48 1.78  -1.13
13 C -5.04 2.94 -1.92  -0.83
14 C -3.26 0.71 0.50  -0.96
15 C 1.93 -1.64 -0.20  1.26
16 C 6.17 0.70 -0.24  -0.40
17 C 3.82 1.47 0.29  -0.02
18 C -3.12 -3.47 0.39  0.79
19 C 1.92 -0.23 0.02  -0.01
20 C -5.67 3.95 -0.96  -0.69
21 C 0.93 -2.66 -0.33  0.75
22 C -4.77 1.63 -1.18  -0.67
23 C -4.76 4.13 0.25  -0.81
24 C 0.72 0.61 0.18  -1.37
25 C 0.15 -4.71 -0.41  -0.72
26 C -2.24 -4.05 -0.74  -0.77
27 C 7.21 2.70 0.56  -0.64
28 C -4.50 2.77 0.90  -0.65
29 C 2.73 -4.43 0.02  -0.95
30 C 1.32 -4.01 -0.25  0.19
31 C 3.25 0.13 0.06  1.09
32 C 3.73 -3.41 -0.53  -0.89
33 C 3.25 -2.02 -0.27  -0.79
34 H 2.93 -5.42 -0.41  0.40
35 H 7.46 2.36 1.57  0.29
36 H -2.58 -3.59 -1.68  0.24
37 H 7.80 3.58 0.33  0.36
38 H 7.44 1.96 -1.45  0.31
39 H -0.05 -5.77 -0.41  0.42
40 H -5.70 2.75 -2.77  0.38
41 H 8.33 1.00 -0.26  0.37
42 H 6.33 -0.04 0.55  0.22
43 H 0.16 0.30 1.06  0.26
44 H 5.88 0.17 -1.15  0.28
45 H -2.53 1.05 1.24  0.26
46 H -4.28 0.92 -1.85  0.44
47 H -2.71 -1.11 2.51  0.39
48 H -2.42 -5.13 -0.80  0.27
49 H -3.80 4.55 -0.07  0.32
50 H 4.72 -3.55 -0.09  0.34
51 H -4.77 0.18 1.95  0.36
52 H -2.71 0.22 -0.31  0.32
53 H -3.82 2.89 1.75  0.44
54 H 0.07 0.49 -0.69  0.34
55 H -6.64 3.59 -0.64  0.32
56 H 3.83 -3.54 -1.62  0.26
57 H -5.82 4.91 -1.47  0.31
58 H -4.90 -0.70 0.42  0.26
59 H 5.26 3.36 1.35  0.33
60 H -4.13 -2.16 2.27  0.41
61 H -1.90 -1.86 0.35  0.31
62 H 2.86 -4.51 1.10  0.27
63 H -4.09 3.33 -2.29  0.32
64 H 1.00 1.65 0.28  0.45
65 H -5.45 2.37 1.28  0.33
66 H -5.73 1.20 -0.85  0.33
67 H 5.49 3.65 -0.38  0.28
68 H -5.21 4.81 0.97  0.38

=====

Entry from the Open Molecules 2025 dataset: one molecule with the formula C25H35N7O2 (ωB97M-V/def2-TZVPD).

2S+1   1
Energy above the lowest of the compared OMol25 structures with the same formula, charge and spin   69.03 kJ/mol
Charge   0
Frontier orbital gap   7.914 eV
Largest force on an atom   0.032 Eh/bohr
Energy   -41018.75773 eV

Last column: Mulliken charge in e.
Atoms and positions in Å:
1 O -4.72 -2.33 -1.35  -0.47
2 O 1.15 0.48 2.53  -0.74
3 N -1.22 4.17 0.01  -0.11
4 N 2.00 0.81 -2.59  -0.05
5 N 2.96 -0.45 -1.13  1.15
6 N 1.25 2.73 -0.43  0.28
7 N 2.72 -0.13 -3.19  -1.05
8 N -0.81 -0.55 2.12  0.10
9 N 3.29 -0.88 -2.35  -0.50
10 C 3.38 -1.14 0.06  0.24
11 C -5.80 -3.16 -0.98  -0.43
12 C 5.29 -2.21 1.26  -0.61
13 C -3.88 -2.19 0.94  -0.59
14 C -5.38 -4.62 -0.78  -1.05
15 C -2.90 -1.73 1.79  -1.31
16 C 1.51 1.34 -0.16  -1.25
17 C 0.28 0.17 1.72  0.55
18 C 0.33 0.48 0.30  1.43
19 C 4.87 -1.48 -0.01  -0.91
20 C -2.73 -1.22 -0.93  -0.32
21 C -0.61 0.00 -0.55  -0.04
22 C 2.55 -2.42 0.22  -0.57
23 C -3.80 -1.94 -0.43  0.27
24 C -1.81 -1.01 1.30  -0.02
25 C 4.47 -3.48 1.44  -0.75
26 C 1.03 3.57 0.72  -1.11
27 C 2.15 0.62 -1.30  -1.38
28 C -2.61 4.43 0.36  -0.40
29 C -0.45 3.66 1.13  -0.31
30 C -1.73 -0.75 -0.08  0.56
31 C -2.76 5.66 1.24  -1.31
32 C 2.98 -3.15 1.50  -0.74
33 C 0.37 3.11 -1.51  -0.98
34 C -1.10 3.26 -1.11  -0.47
35 H -4.67 -4.71 0.03  0.34
36 H -0.53 0.19 -1.61  0.61
37 H -2.39 5.49 2.24  0.32
38 H -2.22 6.49 0.80  0.33
39 H -2.96 -1.93 2.85  0.43
40 H -2.67 -1.03 -1.99  0.59
41 H -3.07 3.55 0.85  0.26
42 H -1.54 2.28 -0.87  0.09
43 H 0.72 4.09 -1.87  0.41
44 H -3.15 4.60 -0.58  0.41
45 H -6.50 -3.09 -1.81  0.32
46 H 2.22 1.34 0.68  0.71
47 H 5.15 -1.56 2.12  0.33
48 H -6.30 -2.78 -0.08  0.33
49 H -0.82 2.67 1.46  0.13
50 H 0.48 2.39 -2.33  0.43
51 H 5.44 -0.55 -0.12  0.34
52 H 4.77 -3.99 2.36  0.36
53 H -4.92 -4.99 -1.69  0.30
54 H -3.81 5.93 1.31  0.44
55 H 3.19 -0.48 0.92  0.00
56 H -0.86 -0.77 3.11  0.23
57 H 2.78 -2.51 2.36  0.30
58 H 5.04 -2.10 -0.89  0.41
59 H 1.37 4.57 0.46  0.49
60 H 4.66 -4.16 0.61  0.34
61 H 2.72 -3.06 -0.65  0.49
62 H 1.49 -2.18 0.27  0.03
63 H 1.61 3.20 1.57  0.46
64 H -0.53 4.35 1.97  0.46
65 H 6.35 -2.46 1.20  0.39
66 H 2.39 -4.06 1.61  0.41
67 H -6.26 -5.22 -0.55  0.36
68 H -1.65 3.67 -1.96  0.64
69 H -4.70 -2.74 1.36  0.38

=====

Entry from the Open Molecules 2025 dataset: C25H36As2BaIN3SSe2 as an isolated structure (ωB97M-V/def2-TZVPD).

2S+1   1
Energy above the lowest of the compared OMol25 structures with the same formula, charge and spin   132.60 kJ/mol
Charge   +2
Frontier orbital gap   7.374 eV
Largest force on an atom   0.071 Eh/bohr
Energy   -302966.43728 eV

Last column: Mulliken charge in e.
Atoms and positions in Å:
1 Ba -0.26 0.54 0.23  1.11
2 I -3.03 0.69 1.83  0.20
3 Se -1.01 1.61 -3.41  0.08
4 Se -3.28 2.97 -1.34  0.21
5 As 1.94 -1.33 0.91  0.61
6 As 0.65 1.03 3.01  0.51
7 S 2.54 -6.06 -3.18  -0.26
8 N -1.22 2.95 1.28  0.34
9 N 2.46 -4.57 -5.37  -0.35
10 N 0.18 -1.54 -2.03  0.49
11 C 2.39 1.65 3.66  -1.27
12 C 2.34 -3.07 0.14  -1.65
13 C 1.82 -2.30 -3.60  -0.53
14 C -2.93 1.37 -3.72  -0.77
15 C -0.27 -2.80 -1.96  -0.94
16 C -3.43 4.38 -2.67  -1.02
17 C -0.77 4.21 1.32  -0.86
18 C -3.76 1.46 -2.46  -0.78
19 C 1.40 -3.13 3.13  -0.30
20 C 0.37 -2.56 5.22  -0.83
21 C 2.12 -4.76 -4.09  -0.17
22 C 3.79 -0.79 1.27  -1.25
23 C -0.52 0.58 -4.99  -1.06
24 C 1.30 -1.81 2.69  0.17
25 C -2.65 4.93 2.60  -0.46
26 C 0.95 -3.51 4.39  -0.87
27 C -2.36 2.70 1.89  0.01
28 C 1.21 -1.31 -2.86  -0.91
29 C 0.29 -3.86 -2.63  -0.37
30 C -3.13 3.62 2.56  -0.53
31 C -0.41 1.80 4.45  -1.60
32 C -1.45 5.22 1.97  -0.58
33 C 1.38 -3.61 -3.46  0.73
34 C 0.27 -1.24 4.80  -0.32
35 C 0.73 -0.85 3.55  0.53
36 H -1.04 6.23 1.98  0.52
37 H 2.09 -3.82 -5.92  0.21
38 H 2.27 2.68 4.00  0.48
39 H -3.21 5.70 3.11  0.51
40 H 3.14 1.63 2.88  0.34
41 H -3.63 0.59 -1.83  0.32
42 H -3.05 0.39 -4.18  0.51
43 H 1.47 -3.72 0.14  0.47
44 H 4.16 -1.33 2.14  0.36
45 H 2.66 -2.91 -0.89  0.34
46 H 1.56 -0.29 -2.92  0.56
47 H 1.04 -4.54 4.71  0.42
48 H 4.39 -1.06 0.40  0.49
49 H -1.39 1.35 4.52  0.43
50 H -2.61 4.32 -3.38  0.32
51 H 0.12 1.68 5.39  0.52
52 H 0.55 0.73 -5.17  0.36
53 H -0.51 2.87 4.25  0.36
54 H 3.15 -3.53 0.69  0.57
55 H 2.70 1.03 4.49  0.36
56 H -1.08 0.96 -5.83  0.41
57 H -4.39 4.31 -3.16  0.33
58 H 1.85 -3.88 2.49  0.41
59 H -0.73 -0.48 -4.82  0.28
60 H -3.38 5.32 -2.12  0.35
61 H 2.66 -2.06 -4.24  0.52
62 H 0.01 -2.85 6.20  0.42
63 H -0.08 -4.86 -2.50  0.50
64 H 2.98 -5.30 -5.84  0.23
65 H 3.88 0.27 1.44  0.27
66 H -1.12 -2.97 -1.30  0.36
67 H -4.82 1.55 -2.71  0.37
68 H 0.16 4.41 0.80  0.49
69 H -4.06 3.35 3.03  0.52
70 H -3.23 2.13 -4.44  0.41
71 H -0.18 -0.52 5.47  0.37

=====

Entry from the Open Molecules 2025 dataset: C25H36BBr2F5IO16 as an isolated structure (ωB97M-V/def2-TZVPD).

2S+1   1
Charge   -1
Frontier orbital gap   6.858 eV
Largest force on an atom   0.031 Eh/bohr
Energy   -221723.76261 eV

Last column: Mulliken charge in e.
Atoms and positions in Å:
1 I 0.27 -2.38 -4.20  -0.11
2 Br 2.15 0.25 -4.63  -0.47
3 Br 1.36 1.86 -0.22  -0.23
4 F -6.19 -5.59 2.57  -0.27
5 F -4.37 3.31 -0.22  -0.24
6 F -4.75 -0.19 4.28  -0.34
7 F 1.33 3.86 -7.25  -0.30
8 F 2.14 -2.10 1.42  -0.30
9 O -2.57 5.32 1.93  -0.38
10 O 3.26 3.78 -4.39  -0.27
11 O -4.25 -3.25 5.82  -0.44
12 O -4.24 -0.42 2.08  -0.36
13 O 1.31 4.59 -5.11  -0.31
14 O -4.67 4.95 1.30  -0.33
15 O -2.22 -1.34 2.25  -0.17
16 O -2.96 -0.71 0.23  -0.45
17 O -5.03 -4.19 3.92  -0.30
18 O 0.37 -0.57 5.20  -0.53
19 O 2.81 -0.35 -1.80  -0.06
20 O 0.88 -1.38 3.16  -0.30
21 O -5.10 -5.33 5.83  -0.36
22 O -4.24 6.32 3.05  -0.52
23 O 2.38 -0.18 4.27  -0.36
24 O 1.82 4.65 -2.91  -0.48
25 C -0.17 1.98 -2.70  -0.08
26 C 7.04 -0.74 -0.98  -1.40
27 C 4.67 -1.67 -1.16  -0.35
28 C -4.18 -1.02 3.37  0.72
29 C 0.44 -1.08 -2.45  -1.32
30 C -2.69 -1.16 3.59  -0.50
31 C -5.78 -6.13 4.85  -0.47
32 C 2.10 4.39 -6.26  0.26
33 C -2.52 4.30 0.91  -0.19
34 C 0.69 -1.95 -1.24  0.88
35 C 1.20 1.54 -2.18  0.11
36 C 1.14 -0.70 4.30  0.54
37 C 5.58 -0.58 -0.57  0.04
38 C -3.12 -0.81 1.40  0.48
39 C -3.86 5.60 2.19  0.59
40 C 1.89 -1.03 2.21  1.07
41 C 3.84 -1.14 -2.32  -0.88
42 C -5.26 -5.54 3.56  0.29
43 C -4.75 -4.16 5.25  0.62
44 C 3.05 -0.67 3.10  -0.39
45 C -3.86 4.47 0.24  0.45
46 C -0.56 -2.71 -0.74  -0.94
47 C 3.16 3.42 -5.77  -0.01
48 C 2.11 4.38 -4.02  0.70
49 C -1.38 1.77 -1.79  -0.85
50 B 1.67 0.04 -2.63  0.53
51 H -4.34 -5.98 3.19  0.29
52 H -3.87 5.21 -0.57  0.20
53 H 2.81 2.38 -5.84  -0.15
54 H 7.36 -1.77 -0.85  0.34
55 H 5.23 0.38 -0.96  0.13
56 H -6.85 -5.99 4.94  0.28
57 H -1.61 2.69 -1.26  -0.01
58 H 3.97 -2.01 -0.40  -0.12
59 H -1.38 -2.61 -1.44  0.41
60 H 7.19 -0.46 -2.02  0.29
61 H -5.53 -7.18 4.98  0.29
62 H 4.12 3.52 -6.26  0.26
63 H 3.70 0.09 2.68  0.25
64 H 2.49 5.35 -6.61  0.28
65 H -0.12 3.04 -2.94  0.24
66 H 7.68 -0.12 -0.36  0.41
67 H -2.42 -2.01 4.21  0.25
68 H -4.72 -1.96 3.35  0.07
69 H -0.38 -3.77 -0.59  0.34
70 H -2.43 3.32 1.38  0.19
71 H 4.50 -0.53 -2.95  0.36
72 H -0.88 -2.24 0.19  -0.14
73 H -1.22 0.98 -1.06  -0.06
74 H 3.46 -1.99 -2.90  0.29
75 H -0.33 1.47 -3.65  0.30
76 H 1.52 -0.21 1.58  -0.37
77 H 1.44 -2.69 -1.51  0.26
78 H -2.26 -0.26 4.02  0.31
79 H 3.64 -1.55 3.36  0.26
80 H 5.28 -2.50 -1.50  0.54
81 H 5.49 -0.50 0.51  0.10
82 H -1.67 4.46 0.25  0.24
83 H -2.26 1.49 -2.36  0.36
84 H 1.05 -1.33 -0.44  -0.66
85 H -0.55 -0.65 -2.37  0.88
86 H 1.94 2.22 -2.57  0.06